# 1
16
Properties=species:S:1:pos:R:3:forces:R:3:mulliken_charge:R:1 method="wB97M-V/def2-TZVPD" homo_lumo_gap_ha=0.2941 multiplicity=1 molar_mass_g_mol=191.49 homo_ev=-14.38 e_tot_ha=-2289.97087 charge=+1 fmax_ev_per_a=1.3
C -1.54612 0.82492 0.51680 0.050 -0.040 -0.108 -1.083
C -1.20021 0.02885 -0.72501 -0.145 -0.352 0.387 -0.122
N -0.21543 -1.03325 -0.63813 0.090 0.589 -0.020 -0.326
C 1.08009 -0.64605 -0.39112 0.595 -1.143 0.370 -0.383
C 1.57100 -0.23737 1.00927 -0.176 -0.541 0.058 0.803
F 2.75560 -0.82406 1.20678 -0.141 0.280 0.071 -0.275
F 1.73816 1.08977 1.14379 -0.032 -0.007 0.060 -0.204
F 0.71537 -0.66616 1.93525 0.219 0.224 -0.056 -0.210
H -2.14457 1.67783 0.20098 -0.018 0.038 -0.027 0.395
H -2.17220 0.22589 1.17340 0.176 -0.040 0.185 0.307
H -0.67793 1.20827 1.04504 -0.053 -0.025 0.111 0.257
H -2.12578 -0.37520 -1.12422 0.134 0.050 -0.471 0.370
H -0.67560 0.71869 -1.45104 -0.780 0.464 -0.485 0.070
H -0.16265 -1.53666 -1.51701 -0.699 -0.517 0.226 0.273
H 1.75865 -1.40658 -0.76550 0.201 0.026 0.075 0.831
Zn 1.30163 0.95111 -1.61928 0.581 0.994 -0.376 0.297


# 2
14
Properties=species:S:1:pos:R:3:forces:R:3:mulliken_charge:R:1 method="wB97M-V/def2-TZVPD" homo_lumo_gap_ha=0.3118 multiplicity=1 molar_mass_g_mol=102.11 homo_ev=-8.05 e_tot_ha=-365.82917 charge=0 fmax_ev_per_a=8.0
C -0.08228 -0.36443 2.87084 0.911 -1.751 1.116 -0.661
C -0.18988 -0.42517 0.45687 0.632 0.410 -2.190 -0.006
C -0.09526 -0.01768 -1.93846 0.449 0.948 -0.834 0.010
C 0.20766 0.77208 -2.98950 -1.051 -1.087 2.460 -0.336
H 0.06555 -1.52937 2.89053 -0.240 1.955 -0.407 0.219
H -0.87759 -0.20288 3.62811 -0.455 0.188 -1.298 0.259
H 0.77027 0.00657 3.61288 -0.942 -0.161 -2.590 0.232
H -0.06109 -1.45821 0.18236 -0.186 -0.822 0.566 0.299
H 0.69751 1.50522 -0.39422 -3.801 -4.489 -0.721 0.351
H -0.39857 -1.02409 -2.16573 0.129 -0.540 0.294 0.283
H 0.14777 1.83117 -2.80258 0.638 0.460 -0.934 0.318
N -0.27308 0.23983 1.47366 0.463 0.260 7.941 -0.381
N -0.14629 0.42581 -0.60712 3.448 4.222 -2.952 -0.333
F 0.23529 0.24113 -4.21762 0.004 0.407 -0.451 -0.254


# 3
14
Properties=species:S:1:pos:R:3:forces:R:3:mulliken_charge:R:1 method="wB97M-V/def2-TZVPD" homo_lumo_gap_ha=0.3807 multiplicity=1 molar_mass_g_mol=102.11 homo_ev=-9.20 e_tot_ha=-365.89771 charge=0 fmax_ev_per_a=0.9
F 3.43709 -0.16377 0.00190 0.189 0.000 -0.037 -0.299
C 2.07998 -0.43952 -0.00008 -0.371 -0.353 0.680 -0.037
C 1.33991 0.87111 0.00195 -0.131 -0.166 -0.126 -0.039
N 0.08149 1.02356 -0.01321 0.279 -0.041 0.120 -0.616
N -0.59376 -0.24391 0.00418 0.280 -0.031 -0.022 -0.100
C -1.85393 -0.12797 0.74224 -0.123 0.010 -0.210 -0.419
C -1.85158 -0.14335 -0.74077 -0.047 -0.583 0.260 -0.437
H 1.83957 -1.03686 -0.87763 -0.001 0.034 -0.096 0.245
H 1.84599 -1.05514 0.89657 0.099 0.459 -0.508 0.235
H 1.97299 1.75729 -0.01597 -0.169 0.016 0.032 0.390
H -2.14136 -1.00901 1.30006 0.074 0.002 -0.011 0.235
H -2.02228 0.82305 1.23356 -0.025 -0.034 -0.084 0.302
H -2.10709 -1.04507 -1.30035 0.008 0.296 0.238 0.229
H -2.02702 0.78959 -1.23246 -0.061 0.391 -0.235 0.312